ORCA calculation (ωB97M-V with the def2-TZVPD basis set) on a cluster of 2 separate species, C2H8N2O in total.

Geometry as XYZ:
```
13
Properties=species:S:1:pos:R:3:forces:R:3
C -1.017351 -1.290516 0.650846 0.8 -0.8 3.0
H 1.067431 -1.432553 -0.086245 -1.0 0.2 0.0
H -2.589581 2.373971 -3.211209 0.7 -1.0 0.9
H 0.412719 0.188521 2.275092 -0.1 -1.0 -0.2
O -1.765031 1.845273 -3.233797 0.7 -1.2 1.1
H -1.438752 -1.456479 -0.304234 -0.8 -0.3 -0.6
H -1.528491 -0.536901 1.265426 0.1 0.6 -1.0
H -1.246359 -2.137578 1.440247 1.0 0.6 -2.0
N 2.207223 0.230340 1.306616 1.0 -1.0 -0.2
H 2.745831 0.771540 2.018078 -1.6 -0.8 -0.4
N 0.386626 -0.869389 0.440666 -0.4 -1.4 0.5
H -1.547305 1.220348 -2.443452 -1.5 2.2 -2.0
C 1.031985 -0.256102 1.463436 1.0 3.9 1.0
```
Positions in Å, forces in eV/Å.

Output
Charge: 0
Orbital gap, eV: 9.62
Energy above the lowest of the compared OMol25 structures with the same formula, charge and spin, kcal per mole: 56.6

Löwdin atomic charge list, values in e, 5 entries: C -0.11; H 0.14; H 0.04; H 0.12; O -0.12


ORCA calculation (ωB97M-V with the def2-TZVPD basis set) on an isolated molecule of C4H7NO.

Geometry as XYZ:
```
13
Properties=species:S:1:pos:R:3:forces:R:3
H -1.638279 2.166640 0.237164 0.1 -0.1 0.0
H -1.420185 -1.810778 -0.206276 0.1 0.1 0.0
O -1.460183 0.141015 0.201730 0.0 0.1 0.0
C -0.706117 -0.985603 -0.253677 0.1 -0.2 -0.1
C 1.308997 1.823539 -1.029530 -0.4 -0.1 0.3
H -0.423437 -0.832581 -1.302099 0.0 0.0 0.1
H 0.236003 -1.290785 1.667001 0.0 0.0 -0.1
H 2.111195 1.924541 -0.268578 -0.1 0.0 -0.1
C -0.946787 1.371063 -0.017631 0.2 0.2 -0.1
H 0.904536 -2.277378 0.351095 -0.1 0.1 0.0
H 1.310795 -0.558988 0.457114 -0.1 -0.1 0.1
C 0.511321 -1.288107 0.608078 0.0 0.0 0.0
N 0.212145 1.617421 -0.444389 0.1 -0.1 -0.1
```
Positions in Å, forces in eV/Å.

Output
Charge: 0
Orbital gap, eV: 8.75
Energy above the lowest of the compared OMol25 structures with the same formula, charge and spin, kcal per mole: 84.3

Löwdin atomic charge list, values in e, 5 entries: H 0.14; H 0.12; O -0.07; C -0.24; C 0.02


ORCA calculation (ωB97M-V with the def2-TZVPD basis set) on a structure of composition BF4K.

Geometry as XYZ:
```
6
Properties=species:S:1:pos:R:3:forces:R:3
B -3.456796 17.858217 12.792494 3.0 5.6 -3.5
K -4.224198 16.013755 13.594801 -3.1 -8.9 1.4
F -4.293277 17.975766 13.816742 -2.9 3.7 3.2
F -4.088329 17.461396 11.618396 -0.6 -0.5 -0.2
F -2.897949 19.104732 12.685435 0.5 1.1 -0.9
F -2.435122 17.003558 13.063662 3.0 -1.0 0.1
```
Positions in Å, forces in eV/Å.

Output
Charge: 0
Orbital gap, eV: 11.60
Energy above the lowest of the compared OMol25 structures with the same formula, charge and spin, kcal per mole: 52.2

Löwdin atomic charge list, values in e, 5 entries: B -1.63; K 1.29; F 0.02; F 0.11; F 0.16


ORCA calculation (ωB97M-V with the def2-TZVPD basis set) on a structure of composition C13H18AsCl8GaGe2NO6S.

Geometry as XYZ:
```
51
Properties=species:S:1:pos:R:3:forces:R:3
C 2.089527 -3.086997 4.469894 0.0 -0.1 0.1
H -0.634196 -0.889595 -4.909279 0.0 0.0 -0.1
H -1.015907 -3.208965 4.138461 0.0 0.0 0.0
C -2.165118 4.123177 -2.098349 0.0 0.0 0.0
H -4.617437 2.647331 -3.897999 0.0 0.0 0.0
Ge 1.205615 -2.897645 0.458624 0.5 0.1 0.1
Cl 2.629353 -0.507721 4.580229 0.0 0.0 0.0
Cl -0.998643 2.015246 1.561076 -0.2 0.1 0.1
O 1.232992 4.296634 -2.645712 0.0 -0.1 0.1
O 1.383071 1.560200 -4.150941 -0.4 -0.5 0.0
Cl 4.662694 -2.573425 4.419916 0.0 0.0 0.0
N 1.342262 -3.831270 4.020473 0.0 0.0 0.0
H -4.221426 4.610628 -2.440391 0.0 0.0 0.0
Cl 3.019483 -2.331999 6.806801 0.0 0.0 0.1
H -2.783494 1.068199 -4.363892 0.0 0.0 0.0
H -0.593756 0.610838 -0.293630 -0.1 0.0 0.2
H 2.478449 -0.311228 -2.097033 -0.2 -0.1 0.2
Cl 2.127421 -0.333186 -0.825021 0.6 -0.4 0.4
H -1.942359 -1.736300 4.590303 0.0 0.0 0.0
O 0.175536 4.303956 -0.410626 0.1 0.0 -0.3
C 3.058976 -2.151302 5.049942 0.0 0.1 -0.1
C -1.488071 0.884294 0.263989 0.2 0.1 -0.3
S 0.441157 3.601358 -1.635259 0.1 0.0 0.0
O -0.699843 0.068050 -5.019525 0.0 -0.1 0.2
Cl 1.739267 2.486172 3.696285 -0.1 -0.1 0.0
Ge 1.675367 2.156899 1.451109 0.1 0.0 0.3
Cl -0.447724 -1.338744 2.836732 -0.1 0.0 0.0
C -1.136317 3.234545 -2.367120 0.0 0.0 0.0
H 0.055381 -4.661839 1.779223 0.0 0.0 0.0
C -0.070345 -4.298414 0.760129 0.0 -0.1 0.1
H -1.082230 -3.923563 0.627965 0.0 0.0 0.0
H 1.411348 0.552646 1.615388 0.1 0.1 0.0
As -0.000677 0.779307 -3.569056 -0.3 1.2 -1.1
O 0.215421 -0.437079 -2.492523 -0.9 1.3 -2.6
H -1.976353 4.965530 -1.446266 0.0 0.0 0.0
H -2.150474 1.412638 -0.416223 -0.1 0.0 0.2
C -3.640952 2.816216 -3.463569 0.0 0.0 0.0
C -1.562660 -2.345303 3.778819 0.0 0.1 0.0
C 0.892290 -1.585079 -0.733940 0.4 -0.8 1.7
Cl -2.935144 -2.898295 2.812124 0.0 0.0 0.0
H -0.024871 -1.205431 -1.171007 0.3 -0.7 0.7
C 2.936720 -2.999825 1.160003 -0.2 -0.3 0.0
H 3.689678 -2.240337 1.006190 0.0 0.0 -0.1
H 0.108156 -5.113462 0.059494 0.0 0.0 0.0
C -3.419845 3.915000 -2.651141 0.0 0.0 0.0
H -1.965454 0.029422 0.728496 0.0 0.0 0.0
O 1.040267 2.242410 -1.442658 -0.3 0.1 0.1
C -2.611368 1.922082 -3.724041 0.1 -0.1 0.0
Ga 2.704805 2.326352 -3.005479 0.6 0.4 0.1
H 3.215866 -3.841443 1.779474 0.1 0.0 0.0
C -1.346440 2.119340 -3.180476 -0.1 0.0 0.2
```
Positions in Å, forces in eV/Å.

Output
Charge: 0
Expectation value of S²: 0.786
2S+1: 2
Orbital gap (alpha / beta), eV: 8.11 / 6.08
Energy above the lowest of the compared OMol25 structures with the same formula, charge and spin, kcal per mole: 246.8

Löwdin atomic charge list, values in e, 5 entries: C -0.41; H 0.05; H 0.00; C -0.05; H 0.11


ORCA calculation (ωB97M-V with the def2-TZVPD basis set) on an isolated molecule of C5H8O2.

Geometry as XYZ:
```
15
Properties=species:S:1:pos:R:3:forces:R:3
H -2.626128 -0.858869 -0.280164 0.2 0.1 0.0
H 1.158290 1.215252 -1.309308 0.0 -0.1 0.1
C 1.511349 0.736273 -0.391550 0.0 0.0 0.0
C -0.333242 -1.085532 -0.483971 0.2 -0.3 0.1
H -0.051204 -2.132985 -0.575518 -0.1 0.1 0.1
H 1.046124 -1.319283 1.570484 0.1 0.1 0.0
O -0.965985 -0.475311 -1.598198 0.0 0.1 -0.1
C -1.017895 0.736132 0.433605 0.0 0.1 0.0
H 1.953287 1.493190 0.263521 -0.1 -0.1 -0.1
O 0.731697 -0.409926 1.612833 0.1 -0.2 0.1
H -1.308310 0.776039 1.485577 0.0 0.0 -0.2
C -1.629834 -0.432434 -0.333747 -0.4 0.0 0.1
C 0.370496 0.025624 0.312996 0.0 0.2 -0.2
H -1.135076 1.712645 -0.043631 0.0 -0.1 0.0
H 2.296431 0.019181 -0.662936 -0.1 0.1 0.1
```
Positions in Å, forces in eV/Å.

Output
Charge: 0
Orbital gap, eV: 10.87
Energy above the lowest of the compared OMol25 structures with the same formula, charge and spin, kcal per mole: 53.4

Löwdin atomic charge list, values in e, 5 entries: H 0.14; H 0.09; C -0.01; C -0.18; H 0.15


ORCA calculation (ωB97M-V with the def2-TZVPD basis set) on an isolated molecule of C4H7ClOS2.

Geometry as XYZ:
```
15
Properties=species:S:1:pos:R:3:forces:R:3
H 1.919583 -0.480439 -1.103561 0.0 0.3 -0.4
H -1.473612 0.734887 1.058417 0.5 0.2 0.1
H 0.376007 2.253327 0.867275 0.3 -1.2 -0.7
Cl -2.982667 -1.684105 0.517171 -0.1 0.0 0.0
C -1.445365 -1.076721 -0.130692 0.3 0.7 0.2
S 1.676586 0.221875 1.149048 -0.1 0.1 -0.1
C 0.749973 1.459181 0.133332 0.3 1.1 1.5
H -2.211988 0.955246 -0.518912 0.0 -0.6 0.3
H 1.517904 1.970395 -0.438013 -0.2 -0.1 -0.6
H -0.636830 -1.588135 0.402676 -0.2 0.3 -0.1
C -1.376111 0.458258 0.009825 -1.3 -0.5 -0.4
H -1.371044 -1.300407 -1.181658 -0.1 -0.3 -0.3
O -0.241203 0.933895 -0.664581 0.8 0.3 0.0
C 2.295153 -0.764728 -0.132987 -0.1 -0.4 0.3
S 3.203619 -2.092525 0.032664 -0.1 0.3 0.1
```
Positions in Å, forces in eV/Å.

Output
Charge: 0
Orbital gap, eV: 8.49
Energy above the lowest of the compared OMol25 structures with the same formula, charge and spin, kcal per mole: 16.3

Löwdin atomic charge list, values in e, 5 entries: H 0.01; H 0.12; H 0.12; Cl 0.57; C -0.57


ORCA calculation (ωB97M-V with the def2-TZVPD basis set) on the ion C8H14FN2 with charge +1.

Geometry as XYZ:
```
25
Properties=species:S:1:pos:R:3:forces:R:3
C -0.796665 0.685503 -1.817102 -0.8 -0.3 -0.7
H 1.165723 -1.066079 2.342874 -0.3 -2.3 1.6
H 1.317449 0.511260 2.398169 -1.4 3.3 1.1
H 1.424764 0.242572 -1.358608 1.7 -1.5 -3.1
N 0.815924 -0.415146 0.503376 0.7 2.3 -1.0
C 1.035201 -1.631333 -0.188132 1.3 -3.7 0.1
C -1.668335 -0.287757 -1.553904 -0.3 -0.3 -0.4
H -2.153298 -0.931990 -2.250951 -0.1 0.1 -0.8
H -0.473923 1.662142 1.512769 -0.1 -0.2 -1.2
C -0.940148 1.376111 0.529442 2.0 0.5 1.0
H 1.936163 1.322563 -0.041376 0.9 -0.1 0.0
C 1.523428 -0.274376 1.798559 -1.6 -1.7 -2.4
H -0.591439 0.979611 -2.882696 -0.3 -0.7 1.2
H 0.180964 -2.013326 -0.807461 0.4 0.6 0.8
H -1.661229 2.090547 0.341784 -2.4 1.2 0.0
H 1.932206 -1.685504 -0.928691 -1.2 0.4 1.5
H 2.542828 -0.262250 1.745173 2.9 -0.5 -0.7
F -1.789130 -0.350230 1.991618 0.5 0.6 -1.9
H 1.231765 -2.362727 0.640697 -0.2 0.0 -1.2
N -2.035587 -0.707976 -0.233417 1.7 2.2 1.4
C -1.487012 0.024549 0.730014 -0.7 -1.2 0.9
C 1.225974 0.637101 -0.463103 -3.1 3.2 3.4
C -0.072944 1.471981 -0.734872 0.1 -2.7 -0.2
H -2.729692 -1.399600 -0.001949 0.1 -0.4 -0.2
H 0.067011 2.384352 -1.272213 0.3 1.3 1.0
```
Positions in Å, forces in eV/Å.

Output
Charge: +1
Orbital gap, eV: 8.93
Energy above the lowest of the compared OMol25 structures with the same formula, charge and spin, kcal per mole: 39.8

Löwdin atomic charge list, values in e, 5 entries: C -0.02; H 0.08; H 0.06; H 0.07; N -0.23


ORCA calculation (ωB97M-V with the def2-TZVPD basis set) on a cluster of 2 separate species, H4N2O2P in total.

Geometry as XYZ:
```
9
Properties=species:S:1:pos:R:3:forces:R:3
P -0.501095 -1.415332 -1.271811 -1.5 -0.4 0.1
H -0.172740 1.266759 0.692605 -0.7 -1.3 -1.3
O -1.866584 -1.738504 -1.813308 1.2 0.8 -0.1
N 0.247108 1.676136 1.470308 1.4 0.8 4.7
H 1.233640 -0.177733 -1.355967 1.3 -0.1 0.8
O -0.000551 -2.271951 -0.181325 0.6 -0.6 0.7
N 0.324330 -0.174121 -1.725273 -1.7 0.4 -1.3
H -0.365525 1.662182 2.345934 0.7 0.0 -2.1
H 1.101417 1.172565 1.838836 -1.4 0.5 -1.4
```
Positions in Å, forces in eV/Å.

Output
Charge: -1
Orbital gap, eV: 8.83
Energy above the lowest of the compared OMol25 structures with the same formula, charge and spin, kcal per mole: 36.9

Löwdin atomic charge list, values in e, 5 entries: P 0.24; H -0.06; O -0.44; N -0.01; H -0.09


ORCA calculation (ωB97M-V with the def2-TZVPD basis set) on an isolated molecule of C7H16B2N2O3.

Geometry as XYZ:
```
30
Properties=species:S:1:pos:R:3:forces:R:3
H 4.127694 -3.106753 -0.229309 1.2 -2.0 -2.8
N -1.845021 0.742066 0.078552 1.0 -0.7 1.5
O -3.369441 2.293858 0.864625 -1.3 0.2 -0.6
H 2.192547 -2.464404 -1.694157 -0.5 0.0 0.3
H -3.582505 3.088417 1.354617 0.3 -0.4 0.4
H 2.452575 -0.042957 1.566337 0.5 -0.5 -1.1
H 0.816413 0.996148 -0.981682 1.5 1.1 -0.1
C -2.313731 0.697695 -1.275937 -1.0 2.9 -0.8
C 3.740554 -2.598502 0.545148 -3.1 1.9 3.5
H -3.043246 1.600733 -1.577603 1.3 -2.4 1.1
H -1.546536 0.966224 3.275133 0.6 -1.0 0.3
H -2.723554 -0.247388 -1.408266 -1.5 -1.6 -0.6
H 0.029949 0.125004 0.909326 0.5 0.6 1.5
C -0.620312 -0.049636 0.110452 -0.5 0.3 -1.2
H 3.085753 -3.308837 1.205876 1.2 1.1 -1.2
H 4.564227 -2.269554 1.148940 0.4 0.2 0.5
N 1.877811 -1.758932 -1.031117 -0.8 1.4 -0.9
H -0.925733 1.926698 -2.305057 0.2 -2.3 -0.5
O 2.356751 -0.257357 0.615414 -0.1 2.0 2.2
C -1.516434 1.744118 2.547128 1.2 0.3 -1.2
C 0.699774 -1.095287 -1.619309 2.1 -0.9 -1.4
H -1.025842 0.083486 -2.940233 -0.5 0.2 -1.4
H -0.739460 -1.112832 0.067760 -1.0 -0.9 0.4
H -0.455581 2.127125 2.315261 -1.3 -1.1 0.3
C 0.113297 0.265056 -1.212402 -1.8 -1.4 0.4
B -2.336706 1.457908 1.189437 1.1 1.7 -0.2
B 2.736871 -1.410746 0.064580 -0.3 -2.4 -0.4
C -1.077939 0.780339 -2.140143 2.3 2.0 1.5
H -1.918104 2.548608 3.113849 -0.8 1.0 0.2
O 0.245928 -1.720298 -2.557222 -0.6 0.4 0.3
```
Positions in Å, forces in eV/Å.

Output
Charge: 0
Orbital gap, eV: 9.21
Energy above the lowest of the compared OMol25 structures with the same formula, charge and spin, kcal per mole: 0.0

Löwdin atomic charge list, values in e, 5 entries: H 0.00; N 0.01; O 0.13; H 0.13; H 0.10


ORCA calculation (ωB97M-V with the def2-TZVPD basis set) on an isolated molecule of C4H7NOS2.

Geometry as XYZ:
```
15
Properties=species:S:1:pos:R:3:forces:R:3
O 0.798403 -0.794852 -0.162633 0.3 -0.2 -0.3
S 0.258619 1.667985 -1.156383 -0.1 0.0 0.5
C 2.052066 -0.916614 -0.860153 -0.2 -0.3 0.6
H -1.209847 1.188798 1.575314 0.3 -0.3 -0.5
C 0.428213 0.484026 0.271525 1.2 0.4 -0.2
N -1.393005 1.308605 -1.415400 -0.6 -1.6 1.8
S -1.243359 -1.229983 1.602596 -0.5 -0.1 0.4
H -2.831513 0.218548 -0.403817 -1.1 -0.2 -0.3
C -1.850574 0.607926 -0.420986 1.6 1.6 -0.5
H 2.823846 -0.286536 -0.394385 -0.2 0.0 -0.1
H 2.367532 -1.970888 -0.751783 -0.3 0.5 -0.1
C -0.977699 0.391651 0.840395 -0.4 0.3 -1.0
H 1.949309 -0.669843 -1.917873 -0.1 0.1 0.1
H 1.217389 0.886732 0.942097 -0.6 -0.1 -0.1
H -2.389378 -0.885554 2.251487 0.4 0.0 -0.2
```
Positions in Å, forces in eV/Å.

Output
Charge: 0
Orbital gap, eV: 9.40
Energy above the lowest of the compared OMol25 structures with the same formula, charge and spin, kcal per mole: 37.7

Löwdin atomic charge list, values in e, 5 entries: O -0.28; S 0.90; C -0.08; H 0.12; C -0.63